(1)
ORCA calculation (the ωB97M-V functional and the def2-TZVPD basis) on a structure of composition C19H22I2N2O6Tm at a distorted geometry.

Geometry as ORCA input:
```
! RIJCOSX wB97M-V def2-TZVPD def2/J DEFGRID3
* xyz 3 3
C -5.1742 -0.7118 0.5274
C -3.6794 -0.7893 -0.0797
I -2.9860 0.9020 -1.2827
C -2.7810 -1.9139 0.1364
I -3.3491 -3.6733 1.2604
C -1.2953 -1.8994 -0.4637
C -0.1086 -1.1501 0.2453
C -0.4662 -0.3770 1.5993
O -1.0174 0.9514 1.3891
C -0.1096 1.7855 0.6339
O -0.6137 3.1413 0.6873
C 0.2464 4.0171 -0.1155
C -0.6718 4.6635 -1.2751
O -1.3036 3.6512 -2.1221
C 1.3315 -1.1184 -0.3430
C 2.5881 -0.3683 0.2787
C 2.9400 -0.8097 1.7831
O 2.6754 -2.0029 2.1307
N 3.5215 0.0584 2.8124
C 2.4875 0.6726 3.7019
C 4.3118 1.1906 2.2360
C 1.5485 -1.8815 -1.7123
C 0.4170 -2.6245 -2.4478
C -1.0155 -2.6469 -1.7949
C -1.9325 -3.5142 -2.7449
O -3.0777 -4.0861 -2.5792
N -1.0963 -3.5993 -4.0032
C 0.3874 -3.4490 -3.8073
O 1.2767 -3.9135 -4.5319
H -5.1578 -0.2330 1.5809
H -5.7588 -0.0198 -0.1839
H -5.6714 -1.7346 0.6217
H 0.3898 -0.3149 2.3531
H -1.3037 -0.9793 2.1214
H 0.9386 1.7988 1.0890
H -0.1215 1.4834 -0.4858
H 0.6471 4.8508 0.5755
H 1.1296 3.4552 -0.5907
H 0.0068 5.3241 -1.9162
H -1.5333 5.2559 -0.7937
H -2.2483 3.8803 -2.2395
H 3.5010 -0.6777 -0.3632
H 2.5379 0.7821 0.1683
H 1.7759 1.3594 3.0996
H 1.8288 -0.0868 4.2410
H 3.0219 1.3670 4.4527
H 5.2415 0.7729 1.7202
H 4.7026 1.8259 3.1194
H 3.7057 1.9122 1.5792
H 2.5822 -1.8661 -2.2149
H -1.4158 -2.7382 -4.4807
Tm -1.8526 -5.9222 -3.5721
*
```

For the LUMO energy (spin up / spin down), the calculation gives -11.24 / -12.50 eV. Its HOMO-LUMO gap (spin up / spin down) is 4.6 / 3.3 eV. Its strongest force on any atom is 5.2 eV/Å. For the total energy, the calculation gives -2977.311516 Ha.

=====

(2)
ORCA calculation (the ωB97M-V functional and the def2-TZVPD basis) on a cluster of 11 separate species, C22H65O11 in total at a distorted geometry.

Geometry as ORCA input:
```
! RIJCOSX wB97M-V def2-TZVPD def2/J DEFGRID3
* xyz -1 1
C 0.7355 -0.3241 -0.6402
C -0.1003 -0.4320 0.6285
O 0.3741 -1.3540 1.5810
H 0.3604 0.4362 -1.3253
H 0.7659 -1.2660 -1.1878
H 1.7433 -0.0757 -0.3073
H -1.1149 -0.7073 0.3404
H -0.2250 0.5671 1.0460
C 3.7813 -1.0451 -4.9160
C 2.6678 -0.3773 -5.6981
O 3.2927 0.2763 -6.7792
H 4.4775 -1.5795 -5.5624
H 3.2760 -1.7671 -4.2746
H 4.2482 -0.3690 -4.1997
H 2.1560 0.2968 -5.0113
H 1.9597 -1.1423 -6.0167
H 3.3201 -0.4016 -7.4584
C -0.2853 -6.6135 0.8186
C 1.0795 -6.7622 1.4383
O 1.2997 -5.8426 2.4848
H -0.2361 -5.6410 0.3287
H -1.0983 -6.6175 1.5446
H -0.4659 -7.4059 0.0923
H 1.8103 -6.5764 0.6512
H 1.2182 -7.7821 1.7969
H 1.1819 -4.9543 2.1403
C -5.4239 -4.6180 3.6880
C -4.4529 -3.4341 3.5257
O -3.1635 -3.8269 3.9363
H -6.3676 -4.3476 3.2142
H -5.6424 -4.8012 4.7400
H -5.0374 -5.5464 3.2675
H -4.7663 -2.6102 4.1670
H -4.4822 -3.1447 2.4752
H -2.5924 -3.2194 3.4604
C -3.3333 -3.2119 -3.3512
C -4.6437 -2.5734 -3.9799
O -5.7032 -3.3945 -3.6953
H -2.4606 -2.6200 -3.6273
H -3.2316 -4.2660 -3.6093
H -3.3403 -3.0925 -2.2678
H -4.5218 -2.5399 -5.0625
H -4.7659 -1.5714 -3.5686
H -6.4585 -3.0642 -4.1873
C -2.7272 2.5355 -5.1765
C -4.1060 3.0188 -5.7109
O -3.9198 4.3374 -6.1030
H -2.3964 3.1278 -4.3234
H -1.9757 2.5866 -5.9645
H -2.8019 1.4803 -4.9137
H -4.9331 2.9633 -5.0031
H -4.4354 2.3986 -6.5445
H -4.6346 4.8998 -5.7959
C -5.4225 4.3791 0.2962
C -5.2173 3.5586 1.5805
O -5.8751 4.1307 2.6599
H -6.4420 4.4494 -0.0829
H -4.8023 3.9891 -0.5109
H -5.0741 5.4051 0.4148
H -4.1756 3.6907 1.8728
H -5.5088 2.5226 1.4079
H -5.4028 4.9417 2.8621
C 7.0323 2.8987 -0.0472
C 7.8034 2.7435 1.2333
O 9.1406 2.5927 0.8790
H 7.2331 2.1138 -0.7763
H 7.2859 3.8172 -0.5765
H 5.9532 2.8183 0.0838
H 7.4675 1.8040 1.6721
H 7.7374 3.5939 1.9120
H 9.4662 3.4951 0.8460
C -2.4949 1.9194 7.3900
C -2.0932 1.4359 5.9985
O -1.2613 0.3369 5.9915
H -3.1507 2.7835 7.2829
H -1.6412 2.3066 7.9463
H -2.9838 1.1894 8.0350
H -1.5718 2.2508 5.4964
H -3.0042 1.2377 5.4337
H -0.9979 0.1691 5.0837
C 6.8995 -2.9857 0.3853
C 5.4029 -3.0675 0.6977
O 4.9646 -2.1266 1.6527
H 7.1954 -3.4882 -0.5356
H 7.4328 -3.2938 1.2846
H 7.1974 -1.9565 0.1855
H 5.2086 -4.0767 1.0608
H 4.7947 -2.9955 -0.2039
H 4.0077 -2.0496 1.6445
C 2.7117 5.1998 1.7403
C 2.0256 5.7409 0.4678
O 2.1986 7.1476 0.3681
H 2.7746 4.1180 1.8583
H 2.2288 5.6168 2.6241
H 3.7622 5.4876 1.7813
H 0.9591 5.5160 0.4587
H 2.3418 5.2123 -0.4314
H 1.9888 7.4221 -0.5276
*
```

For the LUMO energy, the calculation gives 1.86 eV. Its HOMO-LUMO gap is 4.8 eV. Its strongest force on any atom is 3.0 eV/Å. For the total energy, the calculation gives -1704.644859 Ha. The energy relative to the best compared isomer or geometry (same formula, charge and spin) comes out at 462.4 kJ/mol.

=====

(3)
ORCA calculation (the ωB97M-V functional and the def2-TZVPD basis) on a cluster of 14 separate species, C44H116BN10O21 in total at a distorted geometry.

Geometry as ORCA input:
```
! RIJCOSX wB97M-V def2-TZVPD def2/J DEFGRID3
* xyz -1 1
O -1.4199 -1.1920 3.0815
C -1.1257 -0.8965 1.9300
O -0.3971 0.1548 1.6663
B -0.1122 0.1709 0.2595
O -0.8670 -0.9449 -0.3069
C -1.5233 -1.6014 0.6292
O -2.2226 -2.6046 0.4284
O 1.3684 0.0111 0.0762
C 1.7757 1.0468 -0.6605
O 2.8392 1.1446 -1.2568
C 0.6204 2.0138 -0.8249
O -0.4605 1.4819 -0.2953
O 0.7511 3.1059 -1.4009
C -0.9009 -5.5963 1.7474
C -0.2610 -5.6441 0.4289
C -1.3359 -6.0507 -0.6583
O -1.8855 -7.3497 -0.3729
C -2.5601 -8.0581 -1.4119
N 0.2495 -4.3267 0.2041
H -1.6831 -4.8384 1.7906
H -0.1251 -5.4696 2.5025
H -1.3102 -6.5630 2.0408
H 0.5609 -6.3592 0.3942
H -0.7596 -6.1603 -1.5770
H -2.0827 -5.2842 -0.8654
H -3.3818 -7.4254 -1.7473
H -2.8626 -9.0266 -1.0135
H -1.9578 -8.2898 -2.2904
H 0.6154 -4.2062 -0.7296
H -0.4802 -3.6287 0.2212
C -4.7419 1.5357 3.5263
C -4.6110 0.1941 4.3752
C -4.6843 -1.0817 3.5474
O -4.4618 -2.2380 4.3796
C -4.6788 -3.3749 3.6727
N -3.2736 0.2489 4.9206
H -5.6771 1.5009 2.9674
H -3.9163 1.7126 2.8370
H -4.7424 2.3985 4.1924
H -5.4788 0.3094 5.0247
H -3.9639 -1.0606 2.7297
H -5.6773 -1.2466 3.1290
H -4.4025 -4.2698 4.2302
H -4.2026 -3.4318 2.6939
H -5.7360 -3.6399 3.6770
H -2.5419 -0.0673 4.3005
H -2.9987 1.1884 5.1691
C 4.0905 2.6052 -5.3406
C 3.6226 1.1013 -5.0525
C 4.7449 0.2599 -4.4595
O 5.8278 0.0641 -5.3060
C 6.6256 -1.1016 -5.0559
N 2.5766 1.2557 -4.0875
H 4.9853 2.4835 -5.9511
H 4.3393 3.1294 -4.4179
H 3.4030 3.3230 -5.7882
H 3.2266 0.6692 -5.9715
H 4.2162 -0.6312 -4.1212
H 5.2056 0.6697 -3.5607
H 7.2659 -1.1157 -5.9379
H 6.1530 -2.0827 -5.0095
H 7.1383 -1.0025 -4.0992
H 2.0127 2.0862 -4.1992
H 2.8563 1.3670 -3.1234
C 1.7235 -2.1649 10.0885
C 1.9588 -1.5818 8.6142
C 0.9396 -0.4727 8.3087
O 1.1360 0.3656 7.1405
C 0.8022 -0.3057 5.9334
N 3.2701 -1.0834 8.7852
H 0.6922 -2.1219 10.4389
H 2.3269 -1.6377 10.8275
H 1.9342 -3.2288 10.1977
H 1.8726 -2.3519 7.8476
H 0.9817 0.2001 9.1652
H -0.0144 -0.9949 8.3815
H 1.4844 -0.0019 5.1394
H -0.2172 -0.1669 5.5735
H 0.9269 -1.3877 5.8888
H 3.2748 -0.2870 8.1641
H 3.2682 -0.6981 9.7189
C -4.7081 6.3599 3.2501
C -4.8361 6.3056 1.7465
C -4.0603 5.1104 1.1258
O -2.6174 5.3726 1.2503
C -1.8323 4.3982 0.6084
N -6.2876 6.2185 1.4444
H -3.8627 5.7673 3.5996
H -5.5377 5.9343 3.8147
H -4.5589 7.3811 3.6010
H -4.4566 7.2486 1.3531
H -4.1819 5.0498 0.0443
H -4.4041 4.1210 1.4275
H -2.4177 3.4903 0.4630
H -0.9635 4.1133 1.2018
H -1.3607 4.8259 -0.2764
H -6.7375 5.4269 1.8815
H -6.2993 5.9023 0.4852
C -0.5893 3.2843 -4.5537
C -0.7033 4.2571 -5.7900
C 0.2574 5.4818 -5.6330
O 0.3042 6.1392 -6.8753
C 0.8672 7.5492 -6.7149
N -0.2694 3.4752 -6.9808
H -1.2788 2.4469 -4.6609
H -0.8267 3.8251 -3.6375
H 0.4737 3.0663 -4.4507
H -1.7176 4.5935 -6.0043
H 1.2863 5.1745 -5.4457
H 0.0131 6.1064 -4.7738
H 0.4241 8.1873 -5.9503
H 0.8329 8.0124 -7.7010
H 1.9052 7.6089 -6.3878
H 0.7299 3.5493 -6.8540
H -0.3488 3.8373 -7.9204
C 3.6193 -2.7071 4.2304
C 2.7293 -2.5971 2.9254
C 3.2679 -1.9631 1.6301
O 4.4737 -2.5204 1.3025
C 5.0641 -2.2009 0.0589
N 2.3048 -3.9574 2.5483
H 4.1607 -3.6318 4.4304
H 3.0705 -2.2965 5.0779
H 4.3397 -1.9002 4.0960
H 1.8569 -2.0867 3.3336
H 3.4287 -0.9153 1.8837
H 2.5611 -2.1544 0.8227
H 4.2997 -2.5677 -0.6261
H 6.0705 -2.6106 -0.0270
H 5.0577 -1.1200 -0.0813
H 3.0596 -4.6204 2.6522
H 2.0685 -3.8642 1.5708
C 6.9732 3.7857 0.4193
C 5.6236 3.1047 0.1204
C 4.8685 3.8749 -0.9772
O 4.4666 5.1510 -0.4137
C 3.0950 5.3107 -0.1191
N 5.7769 1.7392 -0.2970
H 7.4502 3.4784 1.3499
H 6.7999 4.8617 0.4367
H 7.7694 3.5045 -0.2700
H 4.9625 2.9551 0.9741
H 3.9738 3.3333 -1.2846
H 5.4420 3.9546 -1.9007
H 2.4837 5.3034 -1.0215
H 2.8813 6.0333 0.6685
H 2.7399 4.3893 0.3426
H 6.5608 1.3160 0.1789
H 4.9440 1.2961 0.0636
C -3.5379 0.6317 -1.2063
C -4.3528 -0.1031 -2.3210
C -3.6992 -0.1156 -3.7133
O -4.0049 1.0976 -4.4418
C -3.3120 1.2039 -5.7625
N -4.4981 -1.5264 -1.9467
H -3.9576 0.5469 -0.2039
H -3.4426 1.6839 -1.4746
H -2.5307 0.2317 -1.3233
H -5.3037 0.4148 -2.4462
H -4.0329 -0.9471 -4.3341
H -2.6328 -0.2943 -3.5757
H -3.4129 2.2613 -6.0069
H -3.6557 0.5029 -6.5230
H -2.2429 1.0055 -5.6875
H -4.9869 -1.6974 -1.0795
H -3.5823 -1.9384 -1.8388
C -0.6260 -5.1977 -4.7482
C -1.2505 -3.9432 -4.0866
C -0.2190 -2.8405 -3.5546
O 0.6599 -3.3820 -2.5874
C 1.6965 -2.3821 -2.2734
N -2.1343 -3.2682 -5.0947
H -1.5520 -5.7020 -5.0243
H -0.0754 -5.7824 -4.0112
H -0.0969 -4.9558 -5.6700
H -1.7272 -4.3195 -3.1815
H -0.6533 -1.9531 -3.0942
H 0.2571 -2.4148 -4.4379
H 2.2383 -2.1231 -3.1830
H 2.2794 -2.8296 -1.4683
H 1.2437 -1.4516 -1.9310
H -1.5062 -2.7438 -5.6869
H -2.6704 -2.5472 -4.6333
O -5.5003 -2.3479 0.3226
H -5.8248 -3.2484 0.3139
H -4.5487 -2.4361 0.3767
O -0.1915 -3.2935 4.2715
H 0.5221 -3.9189 4.1457
H -0.5732 -3.1865 3.4002
O -1.9743 -2.2568 6.3242
H -1.6452 -2.9303 6.9195
H -1.3516 -2.2540 5.5972
*
```

For the LUMO energy, the calculation gives 1.55 eV. Its HOMO-LUMO gap is 7.8 eV. Its strongest force on any atom is 3.9 eV/Å. For the total energy, the calculation gives -3898.444273 Ha. The energy relative to the best compared isomer or geometry (same formula, charge and spin) comes out at 648.1 kJ/mol.